This record from the OMol25 dataset describes a 9-piece molecular cluster, C27H76N4O9 overall in a non-equilibrium geometry. The level of theory is ωB97M-V/def2-TZVPD.

Atoms and positions in Å:
C: 4.225 0.842 3.575
C: 3.238 0.499 4.677
C: 3.074 1.753 5.577
O: 1.971 0.214 4.050
H: 4.620 -0.030 3.052
H: 5.116 1.252 4.050
H: 3.878 1.538 2.811
H: 3.560 -0.399 5.204
H: 3.971 1.916 6.173
H: 2.272 1.602 6.300
H: 2.886 2.599 4.917
H: 1.575 1.017 3.703
C: 1.334 -4.568 -6.903
C: 0.525 -5.700 -6.312
C: -1.009 -5.540 -6.317
O: 0.878 -6.817 -7.037
H: 1.088 -3.641 -6.385
H: 1.170 -4.416 -7.969
H: 2.394 -4.812 -6.831
H: 0.825 -5.973 -5.300
H: -1.559 -6.470 -6.459
H: -1.289 -4.975 -7.206
H: -1.237 -5.053 -5.368
H: 0.940 -7.540 -6.408
C: -4.899 -0.833 3.124
C: -4.858 -2.073 2.298
C: -5.603 -3.158 2.950
O: -5.422 -1.864 1.046
H: -4.848 -1.053 4.191
H: -5.738 -0.175 2.899
H: -3.920 -0.371 3.001
H: -3.810 -2.371 2.333
H: -5.154 -3.480 3.889
H: -5.599 -3.953 2.203
H: -6.652 -2.982 3.188
H: -4.908 -1.210 0.568
C: -4.292 6.266 -3.101
C: -2.818 6.511 -3.471
C: -2.471 6.032 -4.898
O: -3.437 6.596 -5.818
C: -3.429 5.991 -7.044
N: -2.584 7.957 -3.286
H: -4.830 6.520 -4.014
H: -4.597 6.881 -2.255
H: -4.402 5.222 -2.805
H: -2.187 6.105 -2.681
H: -2.674 4.962 -4.843
H: -1.450 6.288 -5.180
H: -4.132 6.401 -7.769
H: -3.706 4.951 -6.871
H: -2.435 6.110 -7.477
H: -2.803 8.495 -4.112
H: -1.579 8.048 -3.321
C: -0.674 6.500 2.816
C: -1.206 5.102 3.285
C: -2.767 4.974 2.953
O: -3.502 5.779 3.809
C: -4.912 5.592 3.703
N: -0.456 4.222 2.399
H: 0.415 6.532 2.838
H: -0.992 7.395 3.352
H: -0.958 6.614 1.770
H: -0.806 4.936 4.285
H: -3.021 3.933 3.150
H: -2.996 5.159 1.903
H: -5.358 4.598 3.738
H: -5.260 5.934 2.729
H: -5.353 6.226 4.472
H: -0.498 4.613 1.469
H: 0.475 4.466 2.706
C: 3.696 -7.388 3.152
C: 2.354 -7.375 3.849
C: 1.821 -8.857 4.053
O: 1.637 -9.478 2.860
C: 1.648 -10.921 2.873
N: 2.386 -6.428 4.914
H: 4.018 -6.368 2.939
H: 3.481 -7.829 2.179
H: 4.447 -7.976 3.679
H: 1.689 -6.950 3.096
H: 0.911 -8.858 4.651
H: 2.677 -9.298 4.563
H: 2.551 -11.312 3.343
H: 1.518 -11.331 1.872
H: 0.864 -11.306 3.526
H: 1.443 -6.547 5.257
H: 2.407 -5.492 4.536
C: -0.953 0.145 -3.235
C: -1.228 -0.251 -1.816
C: 0.124 -0.540 -1.066
O: 0.773 -1.749 -1.552
C: 1.704 -2.360 -0.633
N: -1.810 0.833 -1.066
H: -0.538 -0.717 -3.758
H: -0.245 0.963 -3.365
H: -1.846 0.465 -3.772
H: -1.843 -1.151 -1.793
H: -0.038 -0.792 -0.018
H: 0.890 0.232 -1.123
H: 1.922 -3.357 -1.015
H: 1.275 -2.327 0.369
H: 2.535 -1.654 -0.632
H: -1.294 1.700 -1.107
H: -1.574 0.595 -0.113
C: 8.428 -0.351 -0.855
O: 8.346 1.071 -0.751
H: 7.405 -0.729 -0.833
H: 8.719 -0.737 -1.831
H: 8.993 -0.704 0.008
H: 9.238 1.320 -1.003
C: 3.572 4.424 -1.706
O: 2.319 4.993 -1.802
H: 3.916 4.612 -0.688
H: 3.484 3.344 -1.818
H: 4.341 4.818 -2.371
H: 2.497 5.932 -1.714

Calculated values
SMILES: COC[C@H](C)N.COC[C@H](C)N.COC[C@H](C)N.COC[C@H](C)N.CC(C)O.CC(C)O.CC(C)O.CO.CO
Orbital gap in eV: 9.4
HOMO level in eV: -9.3
ΔE to the lowest compared entry with this formula, charge and spin in kJ/mol: 292.5
Lowest unoccupied orbital energy in Eh: 0.0065

Here are the Mulliken charges for atoms 1 to 2, given in e:
1 C -1.17
2 C 0.31

This record from the OMol25 dataset describes a 6-piece molecular cluster, C27H52N6O4P2 overall. The level of theory is ωB97M-V/def2-TZVPD.

Atoms and positions in Å:
C: 5.538 0.462 -1.659
C: 4.740 -0.018 -2.882
N: 3.730 0.971 -3.294
C: 2.735 0.417 -4.219
C: 1.909 -0.738 -3.635
P: 1.453 -0.556 -1.839
C: -0.352 -0.110 -2.047
P: -0.668 1.619 -1.686
O: 0.174 2.220 -0.651
O: -0.615 2.375 -3.102
O: -2.239 1.625 -1.349
C: 4.399 2.092 -3.931
C: 4.479 3.350 -3.108
O: 4.850 2.010 -5.038
H: 5.144 1.410 -1.292
H: 5.450 -0.249 -0.833
H: 6.601 0.565 -1.882
H: 4.232 -0.955 -2.655
H: 5.429 -0.230 -3.714
H: 2.057 1.238 -4.479
H: 3.190 0.082 -5.164
H: 1.017 -0.855 -4.258
H: 2.453 -1.682 -3.729
H: 1.229 -1.935 -1.604
H: -0.958 -0.704 -1.357
H: -0.653 -0.316 -3.073
H: -0.596 1.769 -3.853
H: -2.666 2.429 -1.669
H: 3.962 3.258 -2.156
H: 5.535 3.581 -2.941
H: 4.065 4.173 -3.696
C: 7.427 -0.804 1.596
C: 7.661 0.128 2.778
C: 6.720 1.339 2.775
C: 6.890 2.164 1.578
N: 7.030 2.812 0.639
H: 7.616 -0.295 0.650
H: 8.090 -1.667 1.649
H: 6.398 -1.170 1.583
H: 8.694 0.479 2.775
H: 7.510 -0.413 3.714
H: 6.901 1.971 3.645
H: 5.678 1.014 2.814
C: -4.866 -2.428 -6.085
C: -3.504 -3.087 -5.910
C: -2.741 -2.558 -4.692
C: -2.472 -1.123 -4.774
N: -2.243 0.002 -4.838
H: -4.771 -1.355 -6.258
H: -5.394 -2.856 -6.937
H: -5.487 -2.574 -5.198
H: -2.899 -2.935 -6.807
H: -3.620 -4.163 -5.777
H: -1.786 -3.073 -4.583
H: -3.311 -2.740 -3.780
C: -1.596 -3.154 -0.143
C: -2.813 -4.008 0.189
C: -2.755 -5.401 -0.452
C: -2.734 -5.303 -1.911
N: -2.735 -5.120 -3.045
H: -1.502 -2.970 -1.217
H: -1.664 -2.187 0.354
H: -0.677 -3.636 0.196
H: -3.727 -3.507 -0.136
H: -2.885 -4.128 1.271
H: -3.624 -5.996 -0.166
H: -1.863 -5.941 -0.127
C: -3.813 1.172 3.894
C: -2.616 1.211 2.953
C: -2.640 0.058 1.941
C: -2.587 -1.241 2.615
N: -2.540 -2.241 3.181
H: -3.817 0.257 4.490
H: -3.800 2.016 4.580
H: -4.748 1.214 3.331
H: -1.685 1.173 3.521
H: -2.609 2.150 2.396
H: -1.796 0.124 1.251
H: -3.557 0.098 1.347
C: -5.082 3.203 9.267
C: -5.211 3.887 7.912
C: -4.245 3.316 6.865
C: -2.849 3.480 7.271
N: -1.753 3.618 7.590
H: -4.085 3.345 9.687
H: -5.803 3.611 9.975
H: -5.264 2.129 9.184
H: -5.029 4.958 8.018
H: -6.228 3.771 7.533
H: -4.384 3.820 5.907
H: -4.435 2.252 6.719

Calculated values
SMILES: CCN(CCPCP(=O)(O)O)C(C)=O.CCCC#N.CCCC#N.CCCC#N.CCCC#N.CCCC#N
Orbital gap in eV: 9.0
HOMO level in eV: -8.6
ΔE to the lowest compared entry with this formula, charge and spin in kJ/mol: 0.0
Lowest unoccupied orbital energy in Eh: 0.0156

Here are the Mulliken charges for atoms 1 to 2, given in e:
1 C -0.97
2 C -0.65

This record from the OMol25 dataset describes a 6-piece molecular cluster, C37H82N4O6 overall in a non-equilibrium geometry. The level of theory is ωB97M-V/def2-TZVPD.

Atoms and positions in Å:
O: 3.470 1.693 1.252
H: 2.796 1.238 1.760
H: 2.881 2.070 0.598
C: -2.034 -2.360 -1.914
C: -1.659 -2.498 -3.399
C: -0.186 -2.271 -3.522
C: 0.238 -2.465 -4.934
C: -0.112 -3.935 -5.372
C: -1.593 -4.338 -5.125
N: -2.009 -3.825 -3.795
O: -3.405 -3.934 -3.759
C: -2.434 -3.855 -6.345
C: -1.817 -5.832 -5.094
C: -2.394 -1.400 -4.101
H: -1.903 -1.337 -1.557
H: -1.498 -3.055 -1.277
H: -3.132 -2.538 -1.774
H: 0.099 -1.291 -3.036
H: 0.234 -3.107 -2.961
H: 1.339 -2.268 -5.079
H: -0.248 -1.640 -5.543
H: 0.520 -4.617 -4.746
H: 0.000 -4.052 -6.443
H: -2.393 -4.427 -7.259
H: -3.453 -3.879 -6.016
H: -2.291 -2.843 -6.720
H: -1.674 -6.183 -6.103
H: -1.179 -6.385 -4.401
H: -2.940 -6.082 -4.854
H: -3.440 -1.287 -3.815
H: -2.458 -1.617 -5.194
H: -2.120 -0.341 -4.004
H: -3.588 -4.302 -2.863
C: -1.977 2.737 -0.926
C: -0.500 2.835 -1.349
C: -0.040 1.758 -2.285
C: -0.709 1.933 -3.669
C: -0.415 3.338 -4.312
C: -0.821 4.457 -3.357
N: -0.150 4.140 -2.047
O: -0.453 5.217 -1.158
C: -0.186 5.748 -3.828
C: -2.362 4.626 -3.281
C: 0.357 2.855 -0.107
H: -2.198 3.716 -0.597
H: -2.105 2.131 0.002
H: -2.670 2.430 -1.649
H: 1.076 1.756 -2.467
H: -0.238 0.835 -1.656
H: -1.739 1.832 -3.578
H: -0.342 1.301 -4.444
H: -0.738 3.437 -5.374
H: 0.655 3.278 -4.360
H: -0.617 6.046 -4.785
H: -0.406 6.552 -3.137
H: 0.899 5.572 -3.883
H: -2.910 3.728 -3.383
H: -2.610 5.021 -2.290
H: -2.774 5.291 -4.029
H: 0.307 1.919 0.409
H: -0.051 3.536 0.635
H: 1.425 3.027 -0.279
H: 0.279 5.809 -1.256
C: -1.141 0.494 7.815
C: -1.688 1.911 7.462
C: -2.377 2.483 8.675
C: -2.709 3.967 8.559
C: -1.399 4.724 8.266
C: -0.705 4.208 7.060
N: -0.533 2.756 7.220
O: 0.004 2.199 6.033
C: -1.539 4.637 5.791
C: 0.658 4.852 6.917
C: -2.574 1.828 6.215
H: -0.411 0.625 8.592
H: -0.603 0.009 7.004
H: -1.976 -0.181 8.028
H: -3.240 1.867 8.945
H: -1.659 2.368 9.529
H: -3.247 4.331 9.391
H: -3.304 4.183 7.682
H: -0.703 4.762 9.051
H: -1.660 5.785 8.007
H: -1.314 5.689 5.508
H: -0.997 4.052 4.982
H: -2.622 4.452 5.638
H: 1.264 4.454 6.072
H: 0.509 5.941 6.768
H: 1.134 4.682 7.896
H: -2.066 1.478 5.281
H: -3.022 2.820 6.044
H: -3.414 1.066 6.188
H: 0.944 2.148 6.220
C: 4.436 -1.715 -0.565
C: 3.580 -2.266 -1.646
C: 4.372 -3.267 -2.544
C: 4.642 -4.644 -1.871
C: 3.334 -5.178 -1.429
C: 2.585 -4.280 -0.445
N: 2.406 -3.022 -1.159
O: 1.524 -2.154 -0.386
C: 1.134 -4.870 -0.324
C: 3.184 -4.248 0.933
C: 3.035 -1.113 -2.526
H: 5.125 -0.991 -0.974
H: 5.021 -2.554 -0.208
H: 3.843 -1.255 0.177
H: 3.810 -3.547 -3.488
H: 5.249 -2.651 -2.838
H: 5.397 -4.604 -1.139
H: 5.148 -5.305 -2.537
H: 3.412 -6.184 -0.964
H: 2.720 -5.337 -2.333
H: 0.428 -4.085 0.005
H: 0.742 -5.257 -1.311
H: 1.065 -5.769 0.308
H: 4.325 -4.080 0.913
H: 2.773 -3.389 1.416
H: 3.006 -5.196 1.330
H: 2.277 -0.502 -2.064
H: 2.569 -1.496 -3.444
H: 3.875 -0.409 -2.806
H: 0.719 -2.059 -0.974
C: 0.703 -1.204 2.976
O: 1.463 -0.606 1.938
H: -0.373 -1.167 2.774
H: 0.991 -2.252 3.095
H: 0.788 -0.655 3.954
H: 1.485 -1.175 1.154

Calculated values
SMILES: CC1(C)CCCC(C)(C)N1O.CC1(C)CCCC(C)(C)N1O.CC1(C)CCCC(C)(C)N1O.CC1(C)CCCC(C)(C)N1O.CO.O
Orbital gap in eV: 9.2
HOMO level in eV: -8.7
ΔE to the lowest compared entry with this formula, charge and spin in kJ/mol: 43.6
Lowest unoccupied orbital energy in Eh: 0.0189

Here are the Mulliken charges for atoms 1 to 2, given in e:
1 O -0.67
2 H 0.28

This record from the OMol25 dataset describes a 2-piece molecular cluster, C3H10NO2 overall in a non-equilibrium geometry. The level of theory is ωB97M-V/def2-TZVPD.

Atoms and positions in Å:
O: 0.350 -0.128 2.195
C: -0.724 -0.308 1.696
C: -0.904 -0.850 0.281
N: 0.282 -0.378 -0.520
C: 0.441 -1.076 -1.826
H: -1.663 -0.163 2.268
H: -0.873 -1.930 0.327
H: -1.797 -0.379 -0.122
H: 0.344 0.662 -0.596
H: 1.050 -0.670 0.096
H: -0.429 -0.916 -2.462
H: 0.441 -2.145 -1.626
H: 1.342 -0.714 -2.306
H: 1.260 2.639 -1.147
H: -0.256 2.863 -1.424
O: 0.376 2.295 -0.990

Calculated values
Orbital gap in eV: 11.3
HOMO level in eV: -14.7
ΔE to the lowest compared entry with this formula, charge and spin in kJ/mol: 94.5
Lowest unoccupied orbital energy in Eh: -0.1258
Total charge: +1

Here are the natural (NBO) charges for atoms 1 to 2, given in e:
1 O -0.48
2 C 0.42

This record from the OMol25 dataset describes C22H24CoN7O3S2 as an isolated structure in a non-equilibrium geometry. The level of theory is ωB97M-V/def2-TZVPD.

Atoms and positions in Å:
Co: 11.696 9.040 9.616
O: 11.684 6.977 13.113
C: 11.373 7.446 12.020
O: 11.837 8.606 11.590
C: 10.535 6.821 10.990
C: 9.687 5.808 11.408
C: 9.033 5.121 10.395
C: 9.321 5.357 9.077
C: 10.115 6.472 8.778
N: 10.681 7.207 9.739
H: 9.728 5.451 12.456
H: 8.276 4.412 10.776
H: 8.969 4.777 8.264
H: 10.400 6.747 7.767
N: 9.779 9.766 6.769
C: 11.077 9.377 6.629
N: 11.919 9.428 7.611
C: 13.199 9.026 7.171
C: 13.320 8.744 5.807
S: 11.764 8.794 5.086
C: 14.199 9.143 8.223
C: 15.537 9.376 8.190
S: 16.206 9.457 9.778
C: 14.602 9.078 10.472
N: 13.695 8.888 9.508
N: 14.330 8.910 11.775
H: 9.381 9.870 7.727
H: 9.155 9.558 5.974
H: 14.203 8.579 5.189
H: 16.099 9.433 7.289
H: 15.069 9.190 12.469
H: 13.207 8.842 11.958
C: 5.897 11.764 13.988
C: 5.687 11.693 12.480
N: 6.841 11.192 11.732
C: 6.940 9.774 11.521
C: 7.595 9.113 12.736
C: 7.797 12.183 11.511
O: 7.642 13.351 11.840
C: 9.039 11.976 10.660
C: 9.665 13.168 10.204
C: 10.874 13.090 9.569
C: 11.555 11.837 9.449
N: 10.952 10.765 9.932
C: 9.710 10.812 10.465
H: 4.932 12.069 14.396
H: 6.585 12.621 14.178
H: 6.342 10.900 14.486
H: 5.478 12.716 12.164
H: 4.899 11.001 12.223
H: 7.404 9.574 10.560
H: 5.923 9.441 11.426
H: 8.339 9.811 13.068
H: 8.096 8.192 12.425
H: 6.901 8.816 13.553
H: 9.128 14.068 10.450
H: 11.388 13.905 9.052
H: 12.569 11.809 8.998
H: 9.374 9.859 10.932

Calculated values
Orbital gap (alpha / beta) in eV: 7.9 / 7.6
HOMO level (alpha / beta) in eV: -10.7 / -10.7
2S+1: 4
Lowest unoccupied orbital energy (alpha / beta) in Eh: -0.1031 / -0.1137
Total charge: +1

Here are the natural (NBO) charges for atoms 1 to 2, given in e:
1 Co 1.45
2 O -0.58

no.,E (eV)
1,-53612.078
2,-64552.167
3,-57937.433
4,-8851.361
5,-99070.519